17
Properties=species:S:1:pos:R:3:forces:R:3 method="wB97M-V/def2-TZVPD" orbital_gap_ha="0.2210 / 0.2822" lumo_energy_ev="-4.75 / -3.83" total_charge=+1 e_above_lowest_kj_mol=434.5 homo_ha="-0.39575 / -0.42293"
C -1.37471 0.74601 -0.17076 3.01 -1.68 0.74
C 0.10438 -1.79969 -0.86103 -0.62 0.85 0.85
C -1.15594 -1.77523 -0.14809 -0.03 -2.60 0.18
C 0.84853 0.43122 0.72190 -3.14 -2.44 -1.02
C 2.21893 0.80388 0.64888 2.94 -4.50 1.93
N -1.76219 -0.47471 0.23590 -1.14 0.20 0.09
N -0.05046 1.09108 -0.03290 -0.48 0.57 -1.08
S 1.25979 -2.12512 -1.80560 0.25 -0.28 -0.20
H -2.09797 1.44131 -0.37549 -1.32 1.79 -0.80
H -1.91788 -2.26882 -0.78975 0.30 0.37 0.08
H -1.13111 -2.52969 0.73979 0.27 1.56 -1.12
H 0.32450 -0.43564 1.21788 1.48 1.23 0.12
H 2.60418 0.60052 1.68306 -0.04 0.61 -0.66
H 2.26541 1.78740 0.44722 0.73 3.48 -0.87
H 3.01722 0.17492 0.04862 -1.99 0.99 0.47
H -2.78640 -0.57092 0.21130 0.74 0.11 0.23
H 0.36934 1.76585 -0.71477 -0.95 -0.27 1.06